# 1
This record from the OMol25 dataset describes C74H61CaF4N14OS as an isolated structure. The level of theory is wB97M-V/def2-TZVPD.

Cartesian coordinates (Å):
Ca1 -0.435 0.115 0.070
C1 -2.746 4.521 0.290
C2 -3.294 3.210 -0.269
C3 -3.235 2.127 0.817
C4 -2.715 2.633 -1.556
C5 -3.699 2.236 -2.542
C6 -3.518 1.990 -3.868
C7 -2.304 1.969 -4.641
C8 -1.080 1.630 -4.138
C9 1.399 1.432 -4.162
C10 1.571 3.559 -3.064
C11 1.805 -0.049 -4.085
C12 -1.430 2.254 -1.784
N1 -0.205 2.529 -1.189
C13 0.230 3.437 -0.205
C14 0.843 2.967 0.950
N2 0.939 1.666 1.290
C15 1.496 1.351 2.550
C16 2.795 0.817 2.644
C17 3.294 0.490 3.902
C18 2.547 0.673 5.051
C19 1.270 1.194 4.949
C20 0.735 1.547 3.717
C21 -0.661 2.133 3.657
C22 -1.704 1.084 4.050
C23 -0.804 3.384 4.524
C24 3.723 0.626 1.457
C25 3.311 -0.525 0.535
C26 3.997 1.902 0.660
C27 1.398 4.161 1.667
C28 2.154 4.370 2.790
C29 2.511 5.702 3.128
C30 2.140 6.781 2.368
C31 1.382 6.590 1.185
C32 0.967 7.588 0.256
C33 0.289 7.212 -0.874
C34 -0.026 5.859 -1.172
C35 0.350 4.881 -0.288
C36 1.044 5.282 0.885
H1 -3.440 4.908 1.038
H2 -2.632 5.278 -0.487
H3 -1.780 4.388 0.770
H4 -4.351 3.396 -0.487
H5 -2.182 1.936 1.078
H6 -3.698 1.196 0.481
H7 -3.725 2.445 1.739
H8 -4.733 2.275 -2.210
H9 -4.429 1.875 -4.448
H10 -2.423 2.188 -5.689
H11 2.125 1.917 -4.825
H12 1.910 4.031 -2.144
H13 0.596 3.987 -3.330
H14 2.282 3.820 -3.852
H15 2.325 -0.235 -3.147
H16 2.483 -0.301 -4.899
H17 0.938 -0.704 -4.122
H18 4.297 0.086 3.977
H19 2.951 0.397 6.016
H20 0.679 1.331 5.845
H21 -0.859 2.426 2.624
H22 -1.559 0.741 5.076
H23 -1.649 0.206 3.401
H24 -2.711 1.493 3.977
H25 -0.663 3.147 5.579
H26 -1.804 3.804 4.410
H27 -0.079 4.150 4.245
H28 4.682 0.328 1.897
H29 2.357 -0.318 0.047
H30 3.221 -1.460 1.092
H31 4.052 -0.663 -0.254
H32 3.132 2.219 0.080
H33 4.820 1.732 -0.035
H34 4.275 2.722 1.322
H35 2.480 3.561 3.428
H36 3.099 5.862 4.022
H37 2.434 7.780 2.664
H38 1.193 8.629 0.441
H39 -0.020 7.975 -1.578
H40 -0.556 5.621 -2.086
C37 0.113 2.125 -6.216
N3 0.103 1.699 -4.827
C38 -1.139 1.088 -2.725
N4 0.006 0.447 -2.110
C39 0.795 1.570 -1.773
N5 1.551 2.122 -2.913
C40 -0.188 0.958 -7.138
C41 -1.416 0.756 -7.756
C42 -1.720 -0.468 -8.344
C43 -0.833 -1.526 -8.259
C44 0.413 -1.316 -7.677
C45 0.748 -0.062 -7.186
C46 1.291 -2.409 -7.263
N6 2.546 -2.359 -6.970
N7 2.822 -3.503 -6.240
C47 1.716 -4.153 -6.156
O1 0.699 -3.546 -6.818
C48 1.365 -5.257 -5.256
C49 0.774 -6.435 -5.694
C50 0.343 -7.366 -4.765
C51 0.458 -7.103 -3.407
C52 1.034 -5.920 -2.966
C53 1.055 -5.573 -1.499
N8 0.262 -4.385 -1.230
C54 0.641 -3.147 -0.921
N9 -0.420 -2.372 -0.782
C55 -1.450 -3.219 -1.038
N10 -1.078 -4.447 -1.309
C56 1.509 -5.010 -3.898
H41 1.112 2.512 -6.432
H42 -0.597 2.942 -6.366
H43 -2.000 0.410 -2.732
H44 1.527 1.356 -0.985
H45 -2.159 1.540 -7.751
H46 -2.684 -0.612 -8.812
H47 -1.107 -2.507 -8.621
H48 1.711 0.066 -6.723
H49 0.652 -6.617 -6.752
H50 -0.114 -8.288 -5.097
H51 0.066 -7.808 -2.687
H52 2.066 -5.381 -1.134
H53 0.619 -6.384 -0.914
H54 1.668 -2.847 -0.803
H55 -2.487 -2.932 -1.021
H56 1.948 -4.072 -3.584
F1 -2.401 -1.785 3.365
C57 -2.766 -2.831 4.160
C58 -2.809 -2.628 5.516
F2 -2.520 -1.384 5.959
C59 -3.138 -3.654 6.432
C60 -3.534 -4.858 5.805
C61 -3.460 -5.059 4.445
F3 -3.729 -6.286 3.956
C62 -3.044 -4.059 3.567
C63 -2.634 -4.302 2.167
C64 -1.364 -3.978 1.970
N11 -0.182 -3.782 2.113
C65 -3.503 -4.821 1.172
N12 -4.233 -5.213 0.375
F4 -3.923 -5.903 6.564
C66 -3.046 -3.484 7.837
C67 -2.335 -2.404 8.406
N13 -1.726 -1.558 8.901
C68 -3.514 -4.436 8.770
N14 -3.879 -5.176 9.576
S1 0.653 -2.266 2.152
C69 1.171 -2.383 3.842
C70 2.437 -2.862 4.149
C71 2.796 -3.014 5.478
C72 1.891 -2.704 6.484
C73 0.630 -2.217 6.174
C74 0.273 -2.041 4.847
H57 3.124 -3.117 3.354
H58 3.779 -3.387 5.728
H59 2.169 -2.846 7.519
H60 -0.078 -1.977 6.957
H61 -0.698 -1.646 4.592

Forces on atoms 1 to 6 (eV/Å):
0.15 -0.03 0.15
-0.10 0.07 -0.09
-0.02 0.03 0.07
0.13 -0.01 -0.04
-0.11 -0.07 0.10
-0.04 0.12 -0.10

Output
Total charge: -1
Lowest unoccupied orbital energy: 1.46 eV
Max |F|: 0.63 eV Å⁻¹
Energy above the lowest of the compared OMol25 structures with the same formula, charge and spin: 146.20 kcal per mole
E_HOMO: -4.628 eV
Kohn-Sham gap: 6.08 eV
DFT total energy: -140780.6011 eV

These are the Mulliken partial charges, in e, on atoms 1 to 8:
1. Ca 1.55
2. C -1.77
3. C 0.67
4. C -0.73
5. C 1.13
6. C -1.40
7. C -1.31
8. C -0.92

---

# 2
This record from the OMol25 dataset describes C74H63OP3V as an isolated structure. The level of theory is wB97M-V/def2-TZVPD.

Cartesian coordinates (Å):
V1 0.309 0.523 0.116
C1 -2.672 -3.554 5.670
C2 -2.294 -2.094 5.374
C3 -2.663 -1.213 6.577
C4 -0.799 -2.003 5.120
C5 0.110 -2.498 6.049
C6 1.479 -2.442 5.838
C7 1.964 -1.882 4.672
C8 1.092 -1.357 3.724
P1 1.767 -0.678 2.159
C9 2.677 -2.184 1.655
C10 4.044 -2.378 1.782
C11 4.605 -3.606 1.452
C12 3.807 -4.644 1.002
C13 2.434 -4.459 0.891
C14 1.877 -3.238 1.220
C15 3.015 0.485 2.806
C16 4.141 0.806 2.050
C17 5.030 1.774 2.487
C18 4.797 2.447 3.677
C19 3.670 2.146 4.427
C20 2.785 1.169 3.996
C21 -0.271 -1.423 3.973
O1 -1.067 -0.894 2.986
C22 -2.425 -1.055 3.050
C23 -3.122 -0.596 1.940
C24 -4.509 -0.700 1.933
C25 -5.174 -1.244 3.015
C26 -4.448 -1.689 4.110
C27 -3.060 -1.611 4.153
P2 -2.297 0.267 0.542
C28 -2.937 1.944 0.850
C29 -2.128 2.768 1.628
C30 -2.561 4.032 1.995
C31 -3.811 4.477 1.594
C32 -4.627 3.653 0.829
C33 -4.193 2.393 0.453
C34 -3.190 -0.421 -0.881
C35 -3.639 0.369 -1.933
C36 -4.242 -0.219 -3.038
C37 -4.378 -1.595 -3.107
C38 -3.922 -2.389 -2.062
C39 -3.342 -1.806 -0.950
H1 -2.147 -3.918 6.550
H2 -2.420 -4.201 4.829
H3 -3.738 -3.648 5.866
H4 -2.099 -1.513 7.461
H5 -3.722 -1.305 6.807
H6 -2.447 -0.163 6.375
H7 -0.261 -2.945 6.959
H8 2.159 -2.843 6.572
H9 3.031 -1.853 4.491
H10 4.687 -1.587 2.140
H11 5.673 -3.745 1.551
H12 4.248 -5.595 0.746
H13 1.799 -5.262 0.545
H14 0.804 -3.106 1.138
H15 4.325 0.307 1.104
H16 5.904 2.004 1.893
H17 5.490 3.201 4.020
H18 3.480 2.666 5.354
H19 1.914 0.943 4.599
H20 -5.072 -0.360 1.078
H21 -6.250 -1.319 3.009
H22 -4.976 -2.105 4.954
H23 -1.148 2.428 1.950
H24 -1.921 4.668 2.591
H25 -4.151 5.462 1.874
H26 -5.605 3.997 0.520
H27 -4.834 1.768 -0.152
H28 -3.510 1.444 -1.912
H29 -4.591 0.408 -3.847
H30 -4.842 -2.051 -3.969
H31 -4.025 -3.464 -2.110
H32 -3.014 -2.431 -0.130
C40 -0.865 2.695 -5.413
C41 -1.723 3.003 -4.208
C42 -2.939 3.630 -4.501
C43 -3.796 4.113 -3.530
C44 -3.436 3.999 -2.197
C45 -2.263 3.340 -1.882
C46 -1.415 2.795 -2.853
P3 0.051 1.980 -2.071
C47 1.024 1.224 -3.409
C48 2.265 1.753 -3.759
C49 3.018 1.188 -4.773
C50 2.528 0.075 -5.443
C51 1.299 -0.456 -5.090
C52 0.530 0.103 -4.072
C53 -0.817 -0.485 -3.769
C54 0.944 3.454 -1.499
C55 1.045 4.606 -2.284
C56 1.490 5.791 -1.733
C57 1.808 5.836 -0.377
C58 1.718 4.697 0.399
C59 1.303 3.480 -0.150
C60 1.322 2.226 0.676
H33 -1.115 3.405 -6.199
H34 -1.045 1.695 -5.807
H35 0.203 2.777 -5.218
H36 -3.190 3.776 -5.542
H37 -4.715 4.603 -3.815
H38 -4.051 4.415 -1.413
H39 -1.975 3.264 -0.834
H40 2.640 2.624 -3.240
H41 3.978 1.608 -5.032
H42 3.103 -0.378 -6.237
H43 0.917 -1.323 -5.611
H44 -0.781 -1.572 -3.811
H45 -1.559 -0.144 -4.496
H46 -1.188 -0.205 -2.778
H47 0.748 4.576 -3.324
H48 1.566 6.678 -2.345
H49 2.132 6.766 0.069
H50 1.990 4.731 1.447
H51 1.153 2.445 1.741
H52 2.353 1.843 0.655
C61 0.172 -5.445 -3.305
C62 -0.489 -5.280 -2.097
C63 -0.417 -4.068 -1.430
C64 0.332 -3.011 -1.944
C65 0.983 -3.184 -3.164
C66 0.902 -4.391 -3.838
C67 0.369 -1.730 -1.212
C68 1.307 -0.803 -1.042
C69 2.728 -0.833 -1.435
C70 3.436 0.357 -1.571
C71 4.783 0.367 -1.899
C72 5.458 -0.829 -2.083
C73 4.772 -2.029 -1.932
C74 3.427 -2.030 -1.612
H53 0.116 -6.386 -3.832
H54 -1.065 -6.093 -1.676
H55 -0.939 -3.940 -0.491
H56 1.546 -2.360 -3.590
H57 1.408 -4.506 -4.785
H58 -0.604 -1.538 -0.718
H59 2.926 1.305 -1.438
H60 5.300 1.310 -2.008
H61 6.508 -0.830 -2.337
H62 5.290 -2.970 -2.051
H63 2.925 -2.974 -1.460

Forces on atoms 1 to 6 (eV/Å):
-0.08 -0.48 0.08
0.00 -0.02 -0.04
0.01 -0.01 -0.04
0.07 0.05 0.02
0.10 0.01 0.07
0.03 0.05 -0.11

Output
Total charge: +1
Lowest unoccupied orbital energy (alpha / beta): -2.05 / -2.26 eV
Max |F|: 0.62 eV Å⁻¹
Energy above the lowest of the compared OMol25 structures with the same formula, charge and spin: 0.00 kcal per mole
E_HOMO (alpha / beta): -9.791 / -10.049 eV
Expectation value of S²: 2.0476
Kohn-Sham gap (alpha / beta): 7.74 / 7.79 eV
Spin multiplicity: 3
DFT total energy: -133358.1304 eV

These are the Mulliken partial charges, in e, on atoms 1 to 8:
1. V -1.15
2. C -1.83
3. C 1.70
4. C -1.68
5. C 0.77
6. C -0.27
7. C -1.57
8. C 0.02